# C35H48BF24O18

A 9-piece molecular cluster, C35H48BF24O18 overall in a non-equilibrium geometry (ωB97M-V/def2-TZVPD, the Open Molecules 2025 dataset).

Last column: Löwdin charge in e.
Positions of all 126 atoms, in Å:
F (-11.5815, -1.1506, 0.0312)  0.163
F (-0.9415, 4.2519, -1.8899)  0.176
F (-3.4320, 2.9163, 7.8782)  0.172
F (7.0742, 4.2482, 5.6561)  0.170
F (-12.5703, -1.6624, -1.8030)  0.164
F (3.0916, -3.5858, -1.2665)  0.177
F (-1.5436, 1.9087, 7.7417)  0.166
F (1.8336, -1.9288, -1.7636)  0.179
F (-11.9920, 0.3672, -1.4340)  0.162
F (1.4189, -8.1993, -1.3500)  0.166
F (3.1986, -1.7781, -0.1142)  0.164
F (1.6543, -2.3208, -8.5239)  0.170
F (3.6351, 4.1500, 4.5476)  0.173
F (3.3483, 5.6920, 3.0854)  0.176
F (8.1122, 6.0716, 5.2148)  0.166
F (-1.3904, 3.9977, 0.1935)  0.145
F (3.3142, -3.5101, -7.8792)  0.165
F (9.0996, 4.5148, 6.2986)  0.173
F (-0.5270, -7.3017, -1.2847)  0.174
F (-2.2922, 2.7179, -1.2708)  0.182
F (1.1287, -6.1983, -2.0651)  0.173
F (-1.7231, 3.9564, 7.1148)  0.167
F (2.5966, 3.7201, 2.7203)  0.154
F (1.4085, -4.4343, -8.2269)  0.156
O (-4.9483, 0.0189, -3.9916)  -0.148
O (2.3110, -3.3562, -5.3472)  0.163
O (0.8465, 2.1975, -1.6254)  0.185
O (-9.9971, -2.1504, -2.5652)  0.171
O (5.1150, 3.0159, 1.9454)  0.181
O (7.5205, 6.8916, 7.7620)  0.179
O (5.8719, 4.9081, 2.8722)  0.028
O (0.1618, -2.6975, 0.2229)  0.181
O (-1.6567, 2.4904, 4.9085)  0.034
O (-3.7289, 1.8025, 5.4066)  0.180
O (-9.4114, -0.2008, -1.6310)  0.030
O (0.3836, -2.6180, -6.2188)  0.042
O (-0.1138, 1.6933, 0.3360)  0.028
O (1.3148, -7.7434, -4.2102)  0.037
O (-2.6554, -0.5089, -4.0361)  -0.112
O (6.9719, 4.7779, 8.2565)  0.034
O (-0.7197, -8.5330, -3.7120)  0.179
O (1.7734, -4.0452, 1.0046)  0.033
C (-11.6102, -0.9033, -1.2828)  -0.558
C (1.1823, -8.2529, -5.5455)  -0.198
C (-2.6935, 2.3013, 5.7167)  -0.407
C (-1.1662, 3.3402, -0.9512)  -0.562
C (0.4041, -7.2872, -6.4138)  -0.049
C (-2.5511, 3.0829, 2.7212)  -0.051
C (-0.0082, 2.3590, -0.8138)  -0.388
C (-7.9693, 0.1254, -3.5738)  -0.051
C (-8.0634, -0.3451, -2.1409)  -0.184
C (-4.3271, 1.2600, -4.2434)  -0.196
C (-2.8225, 0.8246, -4.4856)  -0.196
C (-2.3489, 2.7782, 7.1235)  -0.561
C (4.9402, 4.0044, 2.5849)  -0.393
C (5.1022, 5.7329, 9.4806)  -0.058
C (1.6130, -3.1031, -6.2815)  -0.420
C (7.9311, 5.1444, 6.1537)  -0.547
C (0.8617, -4.5686, 1.9832)  -0.198
C (0.3200, -1.0302, -4.3764)  -0.065
C (-4.1509, -0.8884, -1.8261)  -0.055
C (7.1853, 4.6404, 2.3574)  -0.207
C (1.2763, -3.1124, 0.1940)  -0.399
C (7.3012, 5.0991, 0.9184)  -0.055
C (2.3568, -2.6016, -0.7519)  -0.561
C (-10.2546, -1.1785, -1.9252)  -0.417
C (3.6179, 4.3954, 3.2348)  -0.550
C (0.2788, -7.9611, -3.4070)  -0.399
C (-0.1400, -2.3727, -4.8924)  -0.171
C (-0.0038, -5.6586, 1.3884)  -0.059
C (2.0028, -3.3389, -7.7376)  -0.558
C (6.5182, 5.1999, 9.5522)  -0.201
C (2.1413, 1.3711, 1.1632)  -0.053
C (0.5723, -7.4075, -2.0178)  -0.560
C (0.9063, 0.7129, 0.5831)  -0.192
C (-1.8274, 2.0434, 3.5490)  -0.182
C (7.4481, 5.7396, 7.4715)  -0.398
B (-3.9512, -0.9739, -3.4775)  -0.762
H (2.8873, 0.6204, 1.4266)  0.084
H (7.2030, 5.9335, 9.9786)  0.125
H (-0.1431, -0.8133, -3.4164)  0.078
H (-0.6440, -5.2644, 0.5990)  0.081
H (-7.4315, 0.2736, -1.5058)  0.126
H (1.8836, 1.9347, 2.0467)  0.053
H (-5.1672, -1.2816, -1.6251)  0.023
H (7.0238, 6.1506, 0.8298)  0.085
H (-0.6362, -6.1080, 2.1544)  0.086
H (-7.7211, -1.3737, -2.0334)  0.123
H (-3.5674, 3.2390, 3.0868)  0.083
H (1.1345, 0.1533, -0.3241)  0.109
H (-2.6025, 2.7712, 1.6829)  0.068
H (-2.2244, 1.4135, -3.7495)  0.096
H (0.7256, -9.2433, -5.5356)  0.123
H (-0.6203, -7.1765, -6.0563)  0.085
H (4.4386, 4.9942, 9.0289)  0.085
H (-6.9270, 0.0894, -3.9193)  0.065
H (0.4902, 0.0065, 1.3010)  0.122
H (6.6296, 4.5338, 0.2712)  0.080
H (0.0551, -0.2425, -5.0821)  0.084
H (7.8796, 5.1999, 2.9796)  0.107
H (2.5873, 2.0672, 0.4521)  0.084
H (-8.3404, 1.1501, -3.6645)  0.080
H (-2.4196, 1.0219, -5.4940)  0.105
H (8.3212, 4.9701, 0.5563)  0.083
H (4.7340, 5.9761, 10.4772)  0.083
H (-8.5802, -0.4973, -4.2320)  0.077
H (-4.9072, 1.6728, -5.0876)  0.108
H (-4.2932, 2.0109, -3.4270)  0.098
H (0.1335, -3.1826, -4.2140)  0.121
H (2.1954, -8.3664, -5.9294)  0.125
H (-2.0367, 4.0432, 2.7788)  0.085
H (-2.3396, 1.0813, 3.5221)  0.131
H (6.5520, 4.3165, 10.1883)  0.125
H (-1.2257, -2.3754, -4.9818)  0.123
H (0.8627, -6.2991, -6.3891)  0.068
H (-4.1017, -2.1045, -3.8830)  0.080
H (-3.3765, -1.4235, -1.2419)  0.029
H (0.6165, -6.4358, 0.9412)  0.070
H (7.4369, 3.5846, 2.4633)  0.129
H (-4.1861, 0.1934, -1.5731)  0.035
H (0.3748, -7.6374, -7.4457)  0.086
H (5.0521, 6.6310, 8.8641)  0.079
H (1.4777, -4.9770, 2.7838)  0.123
H (0.2589, -3.7685, 2.4143)  0.125
H (1.4062, -1.0004, -4.2571)  0.070
H (-0.8245, 1.8878, 3.1523)  0.115

Cartesian forces, eV/Å:
0.248 -0.122 0.277
0.417 0.064 -0.201
-0.374 -0.099 -0.078
-0.314 -0.019 0.210
0.012 -0.284 -0.241
0.006 -0.393 0.095
0.192 -0.357 -0.088
-0.368 0.145 -0.028
0.091 0.290 -0.120
0.214 -0.432 -0.083
0.042 0.201 0.463
-0.153 0.283 0.000
0.326 -0.197 0.284
0.189 0.309 -0.183
-0.115 0.426 0.261
0.268 0.186 0.217
0.282 -0.064 0.257
0.299 -0.050 0.464
-0.445 -0.214 -0.126
-0.222 -0.489 -0.013
0.133 0.259 -0.287
0.136 0.239 -0.223
0.202 0.083 -0.080
-0.243 -0.315 0.118
-0.277 0.364 -0.057
0.688 -0.317 -0.030
0.144 0.299 -0.504
-0.469 -0.553 -0.162
-0.390 -0.469 -0.177
0.220 0.500 -0.331
-0.326 0.057 0.294
-0.300 0.416 -0.251
0.116 0.003 0.506
-0.549 -0.114 0.373
-0.553 -0.111 0.352
0.348 -0.360 -0.497
-0.417 0.217 -0.117
0.134 0.002 0.460
-0.397 0.688 -0.727
0.293 -0.158 -0.361
-0.516 -0.162 0.341
0.322 0.231 -0.161
-0.765 0.171 0.192
0.034 -0.099 -0.778
0.469 -0.141 -1.067
-0.666 0.626 -0.257
-0.203 0.172 0.210
-0.262 0.153 0.383
0.375 -0.800 0.592
-0.297 0.004 -0.290
0.841 0.169 -0.448
0.594 -1.446 -0.686
0.544 0.812 1.483
0.084 0.389 0.774
1.030 0.259 -0.057
-0.050 0.088 -0.318
-1.103 0.452 0.743
0.211 -0.478 -1.211
-0.376 -0.421 0.475
0.537 0.125 -0.177
0.232 0.193 -0.512
0.713 0.040 -0.351
-0.133 -0.622 0.769
-0.333 -0.010 -0.137
0.593 0.120 -0.853
1.249 0.525 -0.070
-0.953 0.342 0.314
0.426 -0.139 -0.956
-0.640 0.314 0.775
-0.002 0.071 -0.311
0.308 0.082 -0.756
-0.382 0.085 0.672
-0.082 -0.044 -0.347
0.086 0.590 0.834
0.634 -0.493 0.245
0.007 -0.098 -0.819
-0.407 -0.257 0.928
-0.203 0.223 0.815
-0.025 -0.002 -0.039
0.037 0.039 -0.234
-0.153 -0.028 -0.100
-0.043 0.039 0.093
-0.230 0.027 0.124
-0.124 -0.175 0.174
0.498 -0.056 0.162
0.116 0.013 0.064
0.034 0.034 0.021
-0.237 -0.035 0.002
0.000 -0.125 -0.011
-0.154 0.219 -0.094
0.001 -0.083 0.050
-0.047 0.291 -0.778
-0.094 0.090 0.207
0.005 -0.100 -0.044
0.021 -0.052 0.112
-0.169 -0.057 0.223
-0.270 0.150 -0.060
0.085 -0.074 0.021
-0.216 -0.018 0.090
-0.253 0.089 0.126
0.040 -0.096 -0.023
0.062 0.015 0.097
-0.256 -0.343 0.123
-0.004 -0.005 0.050
0.043 -0.029 0.001
0.039 -0.061 0.061
0.724 0.327 0.032
-0.505 -0.455 0.077
0.245 -0.034 -0.210
0.068 0.114 0.251
0.099 -0.074 -0.095
-0.090 0.091 0.212
0.086 -0.120 -0.241
0.063 0.086 -0.235
0.096 -0.049 -0.074
-0.438 -0.446 -0.173
-0.445 0.243 -0.001
0.030 -0.022 0.138
-0.271 -0.025 -0.008
0.232 -0.435 0.241
0.040 -0.011 0.022
0.053 0.033 0.093
0.211 0.086 -0.166
0.040 0.099 -0.221
-0.012 -0.118 0.047
0.066 0.105 0.243

Properties
- total charge = -1
- electronic energy (eV) = -139830.0539
- max |F| (eV/A) = 1.8
- molar mass (g/mol) = 1223.5
- frontier orbital gap (eV) = 5.80
- multiplicity = 1